Record 1
Density functional theory data (ωB97M-V/def2-TZVPD) for 2 unconnected molecules or ions with the total composition C6H6N4O3S2.

Values from the calculation:
Energy above the lowest of the compared OMol25 structures with the same formula, charge and spin in kcal per mole: 0.0
E_LUMO in eV: -1.071
Max |F| in Eh/bohr: 0.02934
Kohn-Sham gap in eV: 8.29

```
21
Properties=species:S:1:pos:R:3:forces:R:3:lowdin_charge:R:1
S -0.600 -1.218 -2.410 0.870 0.398 0.078 0.929
S 0.991 1.152 1.398 -0.639 -0.807 -1.103 1.057
O 0.162 -0.867 -3.574 -0.452 -0.246 -0.007 -0.411
O 0.065 -0.997 -1.154 -0.601 -0.397 -0.711 -0.451
O 0.256 1.689 2.508 -0.216 0.311 0.613 -0.410
N -1.574 1.575 -1.529 -0.545 0.033 0.020 0.056
N 0.881 -2.718 1.110 0.481 -0.272 -0.198 0.072
N 0.659 -0.543 1.446 0.407 0.406 0.155 -0.246
N 0.034 1.556 -0.022 0.548 -0.160 0.655 -0.224
C 0.591 1.988 -1.199 0.338 0.206 -0.553 -0.127
C -1.277 1.324 -0.290 -0.446 -0.147 0.365 -0.235
C -0.425 -1.157 2.030 -0.628 -0.032 0.237 -0.115
C 1.407 -1.554 0.907 0.549 -0.058 0.067 -0.259
C -0.416 2.006 -2.113 0.414 0.146 0.265 -0.172
C -0.270 -2.489 1.809 -0.180 0.434 0.048 -0.137
H -0.910 -3.300 2.096 -0.161 -0.064 0.160 0.099
H -1.162 -0.594 2.560 -0.211 0.140 0.152 0.108
H -0.398 2.303 -3.141 0.144 0.061 -0.242 0.105
H 1.628 2.244 -1.263 0.235 0.048 -0.069 0.111
H -1.961 0.975 0.456 -0.150 -0.142 0.214 0.126
H 2.317 -1.375 0.373 0.244 0.140 -0.146 0.124
```
Positions in Å, forces in eV/Å.

Record 2
Density functional theory data (ωB97M-V/def2-TZVPD) for a molecular structure, C2H2FOV.

Values from the calculation:
Energy above the lowest of the compared OMol25 structures with the same formula, charge and spin in kcal per mole: 0.0
E_LUMO (spin up / spin down) in eV: 0.170 / 0.153
Multiplicity: 5
Max |F| in Eh/bohr: 0.02037
Kohn-Sham gap (spin up / spin down) in eV: 6.57 / 10.53

```
7
Properties=species:S:1:pos:R:3:forces:R:3:lowdin_spin:R:1
V 2.490 1.127 -0.014 0.676 -0.499 0.147 3.721
F 1.081 2.219 -0.294 -0.698 0.753 -0.207 0.108
O 1.147 -0.443 0.541 -0.552 -0.160 0.116 0.116
C 0.002 -0.532 0.278 0.071 -0.398 -0.433 0.044
C -1.238 -0.745 -0.067 0.119 0.260 0.304 0.008
H -2.035 -0.252 0.489 0.263 -0.163 -0.231 0.002
H -1.447 -1.373 -0.933 0.121 0.207 0.304 0.002
```
Positions in Å, forces in eV/Å.

Record 3
Density functional theory data (ωB97M-V/def2-TZVPD) for a molecular structure, C4H6FO4Sn.

Values from the calculation:
Energy above the lowest of the compared OMol25 structures with the same formula, charge and spin in kcal per mole: 0.6
E_LUMO in eV: -4.154
Max |F| in Eh/bohr: 0.18600
Kohn-Sham gap in eV: 9.07
Charge: +1

```
16
Properties=species:S:1:pos:R:3:forces:R:3:lowdin_charge:R:1
Sn -0.845 1.003 -1.484 8.100 5.085 0.078 1.353
F -1.627 0.910 -3.026 -4.325 -1.334 -6.369 -0.452
O -1.483 0.314 0.092 -2.784 -2.257 5.068 -0.175
O -2.674 -0.904 1.521 0.718 -0.121 -0.182 0.096
O 0.716 -1.170 -1.497 -0.285 -0.153 0.263 -0.023
O -0.828 -1.718 0.820 -0.445 0.098 0.001 0.113
C -1.647 -0.703 0.766 -1.141 -1.903 1.723 -0.541
C 1.238 -1.562 -0.481 0.426 0.453 -0.103 -0.166
C -3.607 0.174 1.704 -0.698 0.560 -0.125 0.034
C 0.575 -1.520 0.873 0.787 -0.245 0.040 -0.072
H -4.127 0.369 0.760 0.050 -0.027 0.266 0.116
H 0.970 -2.335 1.491 -0.177 0.197 -0.094 0.158
H -3.077 1.072 2.041 -0.123 -0.242 -0.049 0.116
H -4.305 -0.176 2.467 0.189 0.086 -0.228 0.119
H 0.834 -0.569 1.364 -0.044 -0.156 -0.129 0.166
H 2.298 -1.884 -0.458 -0.249 -0.040 -0.160 0.157
```
Positions in Å, forces in eV/Å.